[1]
Here is C24H27BCrN5O7S as an isolated structure at a distorted geometry from the Open Molecules 2025 dataset. Energies are from the ωB97M-V functional and the def2-TZVPD basis.

Values from the calculation:
- largest force on an atom (eV/Å) = 1.906
- total charge = 0
- LUMO level (spin up / spin down) (eV) = -0.88 / -0.88
- energy (hartree) = -3198.893382
- E_HOMO (spin up / spin down) (eV) = -8.14 / -6.78
- 2S+1 = 2
- ⟨S²⟩ = 0.8694

Last column: Löwdin spin population.
Positions of all 66 atoms, in Å:
Cr  -0.792  -0.633  -0.082  1.177
O  -2.092  -0.943  -2.630  -0.003
C  -3.375  -1.582  -2.641  0.000
C  -3.367  -2.642  -1.575  0.000
N  -3.048  -2.112  -0.258  0.004
C  -2.611  -3.171  0.656  0.001
C  -1.136  -3.505  0.508  0.004
O  -0.720  -4.632  0.640  0.000
O  -0.380  -2.463  0.201  0.013
C  -4.051  -1.240  0.326  0.000
C  -3.429  -0.232  1.287  0.003
O  -4.140  0.474  1.971  0.006
O  -2.124  -0.136  1.197  0.010
H  -2.031  -0.344  -3.379  0.000
H  -3.570  -2.064  -3.600  0.000
H  -4.169  -0.853  -2.464  0.000
H  -2.600  -3.375  -1.829  0.000
H  -4.337  -3.159  -1.596  0.000
H  -3.201  -4.082  0.547  0.000
H  -2.720  -2.817  1.683  0.000
H  -4.841  -1.770  0.864  0.000
H  -4.528  -0.654  -0.458  0.000
S  2.482  3.894  -4.953  0.002
N  2.837  2.370  -4.574  0.001
C  1.954  2.019  -3.669  0.000
C  1.887  0.711  -3.020  -0.004
C  2.752  -0.337  -3.271  -0.024
C  2.576  -1.521  -2.570  -0.006
C  1.562  -1.630  -1.644  -0.020
N  0.708  -0.617  -1.389  -0.016
C  0.874  0.537  -2.081  -0.023
C  -0.068  1.572  -1.759  -0.020
N  -0.989  1.234  -0.823  -0.016
C  -1.879  2.172  -0.446  -0.018
C  -1.894  3.434  -0.998  -0.006
C  -0.965  3.774  -1.970  -0.020
C  -0.030  2.830  -2.351  -0.004
C  1.022  3.052  -3.342  0.000
N  1.213  4.170  -4.003  0.001
H  3.546  -0.214  -3.998  -0.001
H  3.231  -2.368  -2.729  0.000
H  1.403  -2.529  -1.065  -0.001
H  -2.570  1.887  0.337  -0.001
H  -2.635  4.144  -0.656  0.000
H  -0.947  4.758  -2.424  -0.001
C  1.494  0.057  4.703  0.000
C  1.802  -0.266  3.258  -0.002
C  2.716  -1.478  3.164  0.000
O  0.565  -0.629  2.596  -0.004
B  0.623  -0.135  1.313  -0.026
O  1.712  0.701  1.113  -0.006
C  2.304  0.952  2.417  -0.003
C  1.746  2.282  2.906  0.000
C  3.804  1.037  2.251  0.000
H  1.171  -0.852  5.216  0.000
H  0.698  0.797  4.787  0.000
H  2.390  0.436  5.207  0.000
H  2.197  -2.335  3.599  0.000
H  3.653  -1.319  3.707  0.000
H  2.944  -1.720  2.121  0.000
H  0.661  2.226  3.032  0.000
H  1.966  3.045  2.154  0.000
H  2.198  2.585  3.855  0.000
H  4.209  0.144  1.774  0.000
H  4.284  1.163  3.228  0.000
H  4.055  1.904  1.632  0.000

[2]
Here is C24H27Cl2N4O2Ta as an isolated structure at a distorted geometry from the Open Molecules 2025 dataset. Energies are from the ωB97M-V functional and the def2-TZVPD basis.

Values from the calculation:
- largest force on an atom (eV/Å) = 1.485
- total charge = +2
- LUMO level (eV) = -7.17
- energy (hartree) = -2277.203133
- E_HOMO (eV) = -14.35

Last column: Löwdin charge in e.
Positions of all 60 atoms, in Å:
Ta  -0.118  0.682  -0.184  1.974
C  2.549  -1.097  -1.617  -0.189
C  3.166  -1.076  -0.216  -0.171
C  2.825  0.068  0.736  -0.198
N  1.393  0.199  1.117  -0.117
C  1.086  0.487  2.434  -0.192
C  2.056  0.890  3.352  0.031
C  2.004  1.030  4.732  -0.006
C  0.968  0.747  5.604  -0.023
C  -0.323  0.401  5.251  -0.008
C  -0.895  0.340  3.989  0.040
C  -0.335  0.481  2.723  -0.204
N  -1.101  0.545  1.595  -0.164
C  -2.561  0.367  1.588  -0.176
C  -2.925  -1.105  1.318  -0.131
C  -1.784  -1.808  0.595  -0.196
N  -1.241  -1.008  -0.524  -0.135
C  -1.548  -1.370  -1.814  -0.184
C  -2.633  -2.184  -2.113  0.033
C  -3.065  -2.717  -3.322  -0.007
C  -2.455  -2.673  -4.559  -0.023
C  -1.275  -2.016  -4.869  -0.005
C  -0.501  -1.172  -4.087  0.045
C  -0.658  -0.754  -2.765  -0.195
N  0.103  0.219  -2.189  -0.155
C  1.265  0.803  -2.899  -0.172
C  2.619  0.236  -2.388  -0.136
H  3.068  -1.873  -2.180  0.122
H  1.520  -1.457  -1.538  0.084
H  2.939  -2.022  0.279  0.123
H  4.254  -1.037  -0.308  0.130
H  3.390  -0.142  1.639  0.110
H  3.179  1.030  0.355  0.121
H  3.017  1.139  2.928  0.116
H  2.927  1.370  5.186  0.130
H  1.181  0.831  6.662  0.128
H  -1.007  0.214  6.070  0.129
H  -1.961  0.154  3.999  0.114
H  -3.015  0.720  2.511  0.117
H  -2.955  1.007  0.799  0.113
H  -3.121  -1.640  2.248  0.123
H  -3.843  -1.137  0.731  0.119
H  -0.959  -1.978  1.286  0.118
H  -2.087  -2.794  0.246  0.121
H  -3.268  -2.434  -1.274  0.113
H  -3.989  -3.280  -3.266  0.129
H  -2.936  -3.217  -5.362  0.127
H  -0.917  -2.143  -5.884  0.129
H  0.346  -0.757  -4.612  0.111
H  1.171  0.671  -3.970  0.103
H  1.249  1.878  -2.745  0.106
H  3.281  0.129  -3.247  0.121
H  3.083  1.002  -1.764  0.099
Cl  1.134  5.464  -0.318  0.722
C  -0.260  4.513  0.085  -0.988
Cl  -0.444  4.258  1.851  0.671
C  -0.159  3.109  -0.454  -0.704
O  -1.215  2.422  -0.680  -0.071
O  0.955  2.496  -0.498  -0.111
H  -1.170  4.989  -0.265  0.089

[3]
Here is C24H27F5N2O5SeZn as an isolated structure from the Open Molecules 2025 dataset. Energies are from the ωB97M-V functional and the def2-TZVPD basis.

Values from the calculation:
- largest force on an atom (eV/Å) = 0.421
- total charge = 0
- LUMO level (eV) = 0.25
- energy (hartree) = -6096.628237
- E_HOMO (eV) = -7.34

Last column: Löwdin charge in e.
Positions of all 65 atoms, in Å:
Zn  1.256  0.262  -0.352  0.571
C  1.520  -3.501  1.575  -0.003
N  0.610  -2.588  2.261  -0.119
C  0.229  -2.882  3.636  -0.033
C  0.110  -1.560  1.575  -0.380
O  0.400  -1.418  0.377  0.002
C  -0.810  -0.585  2.296  -0.120
O  -1.412  0.251  1.354  -0.085
C  -1.377  1.629  1.616  -0.121
C  -0.753  2.348  0.426  -0.422
O  -0.431  1.730  -0.588  -0.034
N  -0.590  3.675  0.537  -0.123
C  0.077  4.412  -0.528  -0.011
C  -0.907  4.400  1.756  -0.035
H  2.128  -4.000  2.326  0.090
H  2.159  -2.938  0.901  0.087
H  0.968  -4.246  0.999  0.103
H  1.064  -3.382  4.123  0.090
H  -0.644  -3.535  3.685  0.101
H  0.026  -1.971  4.193  0.087
H  -0.192  -0.025  3.005  0.133
H  -1.572  -1.139  2.854  0.137
H  -0.799  1.858  2.514  0.126
H  -2.398  1.998  1.759  0.139
H  0.336  3.727  -1.329  0.066
H  0.987  4.876  -0.142  0.095
H  -0.584  5.189  -0.916  0.096
H  -1.870  4.101  2.167  0.087
H  -0.966  5.460  1.518  0.094
H  -0.136  4.262  2.519  0.094
C  6.112  2.538  5.926  -0.052
C  5.237  2.045  4.805  -0.265
C  4.932  0.698  4.669  -0.009
C  4.116  0.234  3.642  -0.192
C  3.836  -1.242  3.514  -0.027
C  3.573  1.157  2.750  -0.058
C  3.861  2.521  2.861  -0.190
C  3.309  3.521  1.877  -0.025
C  4.700  2.939  3.885  -0.009
C  2.674  0.688  1.650  -0.584
O  3.057  -0.173  0.831  -0.007
O  1.503  1.196  1.555  -0.051
H  6.617  1.714  6.429  0.073
H  5.521  3.072  6.674  0.081
H  6.872  3.229  5.559  0.079
H  5.353  -0.016  5.370  0.113
H  4.242  -1.784  4.368  0.079
H  4.269  -1.645  2.599  0.089
H  2.761  -1.434  3.462  0.065
H  3.497  3.210  0.847  0.087
H  3.768  4.498  2.031  0.079
H  2.228  3.617  1.984  0.062
H  4.946  3.993  3.963  0.118
F  5.704  -2.945  -4.634  0.120
C  4.953  -1.986  -4.086  -0.144
C  4.036  -2.293  -3.100  -0.145
F  3.894  -3.559  -2.693  0.115
C  3.268  -1.287  -2.545  -0.235
F  2.380  -1.670  -1.603  0.041
C  3.371  0.042  -2.926  -0.497
Se  2.323  1.442  -2.170  0.793
C  4.301  0.311  -3.920  -0.261
F  4.480  1.562  -4.361  0.073
C  5.081  -0.674  -4.497  -0.145
F  5.966  -0.365  -5.450  0.119

[4]
Here is C24H27F5N2PRu as an isolated structure from the Open Molecules 2025 dataset. Energies are from the ωB97M-V functional and the def2-TZVPD basis.

Values from the calculation:
- largest force on an atom (eV/Å) = 0.468
- total charge = +3
- LUMO level (spin up / spin down) (eV) = -9.97 / -13.26
- energy (hartree) = -1974.734389
- E_HOMO (spin up / spin down) (eV) = -17.96 / -18.03
- 2S+1 = 5
- ⟨S²⟩ = 6.0452

Last column: Löwdin spin population.
Positions of all 60 atoms, in Å:
Ru  0.247  0.530  -1.240  2.450
N  0.241  2.785  -0.897  0.105
C  -0.429  3.311  -2.127  0.017
C  -1.766  2.595  -2.332  0.021
C  -1.984  2.045  -3.740  0.002
C  -0.891  1.099  -4.213  0.014
N  -0.590  -0.007  -3.235  0.060
H  -0.274  3.068  -0.067  0.005
H  1.177  3.171  -0.803  0.005
H  0.256  3.124  -2.950  0.001
H  -0.565  4.389  -2.073  0.005
H  -2.599  3.235  -2.042  0.002
H  -1.825  1.749  -1.630  0.007
H  -2.038  2.864  -4.460  0.001
H  -2.955  1.545  -3.777  0.000
H  0.045  1.620  -4.398  0.001
H  -1.190  0.654  -5.160  0.003
H  0.074  -0.636  -3.683  0.006
H  -1.435  -0.558  -3.089  0.001
F  2.266  -0.880  -2.549  0.011
C  2.127  0.332  -1.997  -0.025
F  2.097  1.277  -2.974  0.029
C  3.364  0.649  -1.126  -0.004
F  3.558  -0.339  -0.242  0.003
F  4.432  0.790  -1.870  -0.003
F  3.128  1.775  -0.442  0.005
C  1.934  -4.415  3.086  0.253
C  0.610  -3.977  3.223  0.018
C  0.218  -2.853  2.551  0.137
C  1.140  -2.175  1.657  0.254
C  2.463  -2.616  1.523  0.008
C  2.850  -3.746  2.201  0.166
P  0.509  -0.665  0.836  0.090
C  -1.147  -1.069  0.229  0.023
C  -2.175  -0.112  0.212  0.030
C  -3.403  -0.422  -0.365  0.004
C  -3.613  -1.677  -0.914  0.037
C  -2.591  -2.630  -0.917  0.001
C  -1.359  -2.329  -0.370  0.040
C  0.460  0.382  2.296  0.079
C  -0.663  0.479  3.136  0.027
C  -0.602  1.294  4.249  0.007
C  0.569  1.994  4.541  0.050
C  1.691  1.881  3.722  0.004
C  1.646  1.073  2.602  0.030
H  2.284  -5.255  3.676  0.009
H  -0.076  -4.493  3.881  -0.002
H  -0.784  -2.467  2.692  0.003
H  3.160  -2.117  0.868  -0.003
H  3.847  -4.146  2.060  0.005
H  -2.038  0.846  0.699  0.002
H  -4.201  0.310  -0.360  0.000
H  -4.578  -1.924  -1.339  0.002
H  -2.765  -3.609  -1.346  -0.001
H  -0.563  -3.065  -0.403  0.003
H  -1.566  -0.083  2.934  0.001
H  -1.463  1.380  4.900  0.000
H  0.609  2.622  5.422  0.002
H  2.597  2.422  3.962  0.000
H  2.525  0.976  1.972  0.001

What is the largest force on an atom in the third record?
0.421 eV/Å

Which value of total charge does entry 2 give?
+2

total charge of number 3 (C24H27F5N2O5SeZn)?
0